Record 1
# C12H18F6N2O5P3S

A molecular structure, C12H18F6N2O5P3S (ωB97M-V with the def2-TZVPD basis set, OMol25).

Geometry as XYZ:
```
47
C12H18F6N2O5P3S, DFT ωB97M-V with the def2-TZVPD basis set
C 0.343 1.228 0.403
C 1.687 1.063 -0.279
C 1.710 1.963 -1.517
C 2.060 -0.367 -0.746
C 3.588 -0.497 -0.687
C 1.455 -1.520 0.036
O 0.443 -2.315 -0.658
C -0.729 -1.689 -0.916
C -1.681 -1.510 0.049
P -1.405 -2.170 1.697
O -2.355 -3.240 2.091
C -2.903 -0.809 -0.239
O -3.786 -0.638 0.779
C -3.220 -0.323 -1.495
P -4.782 0.505 -2.023
O -4.083 1.807 -2.698
O -5.287 1.105 -0.607
C -2.243 -0.575 -2.501
N -2.326 -0.234 -3.808
S -0.999 -0.757 -4.522
N -0.226 -1.427 -3.309
C -1.019 -1.253 -2.242
H -0.468 1.001 -0.281
H 0.255 0.657 1.324
H 0.225 2.270 0.693
H 2.465 1.423 0.390
H 2.503 1.689 -2.205
H 0.777 1.843 -2.065
H 1.790 3.013 -1.252
H 1.782 -0.471 -1.787
H 4.072 0.464 -0.824
H 3.898 -0.872 0.284
H 3.956 -1.189 -1.438
H 2.220 -2.258 0.238
H 1.061 -1.205 0.992
H -0.077 -2.563 1.693
H -1.475 -1.039 2.531
H -3.353 -0.647 1.636
H -3.373 2.196 -2.178
H -4.592 1.261 0.037
F 1.696 -0.623 4.268
P 2.021 0.877 3.647
F 3.387 0.164 3.038
F 2.125 1.294 5.234
F 2.874 2.262 3.360
F 0.685 1.849 3.604
F 1.303 0.256 2.253
```

total charge: -1
gap between HOMO and LUMO: 7.92 eV
spin multiplicity: 1
calculated total energy: -2975.5049 hartree
F_max: 3.8 eV Å⁻¹

Record 2
# C12H18HoN4O2S3Sb

A molecular structure, C12H18HoN4O2S3Sb (ωB97M-V with the def2-TZVPD basis set, OMol25).

Geometry as XYZ:
```
41
C12H18HoN4O2S3Sb, DFT ωB97M-V with the def2-TZVPD basis set
Ho 2.764 0.706 -1.471
O 2.196 -1.406 -0.783
N 1.659 -1.460 0.343
N 1.759 -0.412 1.044
O 2.271 0.749 0.685
C 1.282 -0.523 2.380
C 0.994 0.647 3.072
C 0.650 0.504 4.405
C 0.671 -0.757 5.014
C 1.123 -1.874 4.325
C 1.406 -1.770 2.972
H 0.979 1.507 2.487
H 0.313 1.349 4.962
H 0.329 -0.700 6.055
H 1.116 -2.868 4.761
H 1.747 -2.674 2.431
S 2.499 0.875 -4.165
Sb 3.714 3.063 -3.562
S 1.501 3.030 -2.224
S 4.998 2.089 -1.857
C -2.201 0.304 -2.839
C -0.686 0.136 -2.862
N -0.269 0.220 -1.429
C -0.945 1.288 -0.739
C -2.384 0.842 -0.403
N -2.733 -0.157 -1.473
C -2.085 -1.422 -1.147
C -0.673 -1.049 -0.793
H -2.729 -0.187 -3.636
H -2.587 1.293 -2.913
H -0.224 0.923 -3.492
H -0.245 -0.789 -3.330
H -1.023 2.207 -1.373
H -0.346 1.576 0.167
H -3.077 1.654 -0.506
H -2.596 0.279 0.520
H -3.745 -0.277 -1.641
H -2.233 -2.097 -1.962
H -2.634 -1.893 -0.306
H -0.019 -1.885 -1.011
H -0.537 -1.041 0.296
```

total charge: +1
gap between HOMO and LUMO (alpha / beta): 7.93 / 6.45 eV
spin multiplicity: 6
calculated total energy: -3220.2218 hartree
F_max: 2.2 eV Å⁻¹

Record 3
# C12H18I2MnN2O3Se2

A molecular structure, C12H18I2MnN2O3Se2 (ωB97M-V with the def2-TZVPD basis set, OMol25).

Geometry as XYZ:
```
40
C12H18I2MnN2O3Se2, DFT ωB97M-V with the def2-TZVPD basis set
Mn 0.616 -0.892 0.360
O 3.653 -1.221 4.964
C 2.740 -0.151 4.702
C 2.038 -0.410 3.367
C 1.500 -1.842 3.423
O 0.433 -2.091 2.492
C 0.889 0.620 3.338
Se -0.127 1.031 1.694
C 3.103 -0.203 2.263
Se 3.032 -1.233 0.580
H 4.141 -1.022 5.767
H 3.274 0.803 4.645
H 1.997 -0.080 5.504
H 1.149 -2.073 4.433
H 2.286 -2.547 3.169
H -0.376 -1.680 2.820
H 1.293 1.584 3.650
H 0.154 0.329 4.092
H 4.075 -0.465 2.677
H 3.112 0.849 1.983
I 1.206 -2.335 -5.512
C 1.082 -0.874 -4.059
C 1.469 0.432 -4.313
C 1.353 1.369 -3.303
C 0.866 0.969 -2.070
N 0.501 -0.291 -1.829
C 0.603 -1.195 -2.799
H 1.855 0.710 -5.285
H 1.645 2.398 -3.461
H 0.771 1.658 -1.239
H 0.283 -2.201 -2.555
N 0.927 -4.160 0.433
C -0.330 -3.765 0.239
O -0.641 -2.610 -0.088
C -1.411 -4.809 0.371
I -1.804 -5.237 2.401
H 1.650 -3.445 0.558
H 1.095 -5.059 0.854
H -1.123 -5.750 -0.087
H -2.329 -4.427 -0.055
```

gap between HOMO and LUMO (alpha / beta): 6.80 / 7.23 eV
spin multiplicity: 6
calculated total energy: -7352.6171 hartree
F_max: 0.4 eV Å⁻¹